## P
Computed, not measured: a single C7H14 molecule, with the ωB97M-V functional and the def2-TZVPD basis.

2S+1   1
SMILES string   C[C@@H]1[C@H](C)C1(C)C
HOMO energy   -9.4295 eV
Frontier orbital gap   10.489 eV
Molar mass   98.189 g/mol

Geometry as XYZ:
```
21
Properties=species:S:1:pos:R:3:mulliken_charge:R:1
C -0.66115 1.48837 0.60442 -1.5808
H -1.00947 -1.98208 1.91530 0.3940
H 2.39166 1.05859 -0.42514 0.3683
C -0.54881 0.35326 -0.39174 1.4317
H -0.92584 1.38344 -2.24328 0.3290
H -0.29180 1.21462 1.59722 0.2749
H -1.33308 -0.33213 -2.29399 0.3479
H 0.35631 -0.87677 2.12754 0.2930
C -1.36162 0.56168 -1.65898 -1.5458
C 2.00882 0.15774 0.06883 -1.5223
H 0.95612 -0.57843 -1.69965 0.3790
H -2.41238 0.80617 -1.46452 0.3994
C 0.77115 -0.32111 -0.65581 -0.0259
H -0.10583 2.37363 0.26868 0.2972
H 0.61106 -2.45843 1.40369 0.3343
H -0.92265 -1.76796 -0.55084 0.3657
H 1.80054 0.42813 1.10769 0.3076
H 2.80723 -0.59167 0.07183 0.3773
C -0.08939 -1.61229 1.45149 -1.5198
C -0.32834 -1.08316 0.04982 -0.1437
H -1.71250 1.77840 0.71743 0.4390
```

***

## Q
Computed, not measured: 2 unconnected molecules or ions with the total composition C7H14, with the ωB97M-V functional and the def2-TZVPD basis.

2S+1   1
SMILES string   C/C=C1/C[C@H]1C.C
HOMO energy   -8.5298 eV
Frontier orbital gap   9.600 eV
Molar mass   98.189 g/mol

Geometry as XYZ:
```
21
Properties=species:S:1:pos:R:3:mulliken_charge:R:1
C -1.86720 -1.04773 0.85032 -1.5057
H -1.47144 -0.75099 -1.99180 0.2610
C -1.27538 0.11915 0.10713 0.2615
C 0.90645 2.24395 -0.53302 -1.0371
C 1.65338 -1.26931 0.97449 -1.2054
H 1.63971 2.65651 0.14955 0.3770
H -1.55227 -1.01768 1.89965 0.3160
H 1.26765 -2.24675 1.28990 0.2867
H 1.07323 2.52204 -1.57450 0.2927
H -2.95693 -1.06228 0.80208 0.3852
H 1.08582 1.16031 -0.46391 0.2273
C 1.10531 -0.91635 -0.38126 -0.4600
H -1.22493 1.06512 -1.92118 0.2298
H -0.09646 2.57802 -0.23480 0.2198
C -0.00292 -0.21189 -0.53451 0.2631
H -1.47228 -1.97140 0.41477 0.3156
C -1.12098 0.10059 -1.42103 -0.6109
H 2.74690 -1.32600 0.98832 0.3639
H 1.34540 -0.53893 1.73300 0.3260
H -1.48735 1.10735 0.52160 0.3019
H 1.64748 -1.21695 -1.27552 0.3917
```

***

## R
Computed, not measured: a single C7H14 molecule, with the ωB97M-V functional and the def2-TZVPD basis.

2S+1   1
SMILES string   C[C@@H]1[C@H](C)C[C@@H]1C
HOMO energy   -10.2504 eV
Frontier orbital gap   11.395 eV
Molar mass   98.189 g/mol

Geometry as XYZ:
```
21
Properties=species:S:1:pos:R:3:mulliken_charge:R:1
H 2.28529 -0.63651 0.51829 0.3661
H -2.70799 -0.70620 1.31867 0.3629
H 1.29561 -2.04535 0.92882 0.3587
C 0.36404 -0.70946 -0.50004 0.3533
H -0.77682 1.36506 0.79319 0.2716
H -1.98088 -2.26955 0.90717 0.3451
C 1.25898 -0.97247 0.70568 -1.6838
C -0.98053 0.96510 -0.20900 -0.9446
H -1.10590 -1.11962 1.93012 0.2864
H -1.73367 -0.87244 -1.06265 0.3305
C 0.32597 0.76448 -1.00350 0.3418
C 1.48887 1.70818 -0.74678 -1.6137
H 1.73414 1.76479 0.32038 0.3540
C -1.15900 -0.56724 -0.17919 0.1444
H 0.90741 -0.46047 1.61069 0.3729
H 0.60029 -1.44176 -1.28160 0.3563
H 2.39269 1.39634 -1.28446 0.3375
H -1.77719 1.56357 -0.66535 0.3531
H 1.23632 2.72163 -1.08177 0.4051
C -1.76675 -1.20560 1.05937 -1.4196
H 0.09910 0.75751 -2.07805 0.3221
```

***

## S
Computed, not measured: a single C7H14 molecule, with the ωB97M-V functional and the def2-TZVPD basis.

2S+1   1
HOMO energy   -8.0620 eV
Frontier orbital gap   8.438 eV
Molar mass   98.189 g/mol

Geometry as XYZ:
```
21
Properties=species:S:1:pos:R:3:mulliken_charge:R:1
C -1.15307 0.25485 0.16325 0.7442
H 1.10393 -1.63812 -1.80573 0.3412
C -0.15292 0.70713 1.16492 -0.6297
H -1.60601 -1.74730 0.90663 0.2767
H 2.90616 -1.34514 -0.21149 0.3851
H 1.46583 2.11083 1.01200 0.2772
H -1.05728 -0.72367 -1.73771 0.3665
H -0.07186 2.69004 1.58583 0.3960
H 0.05653 0.62866 -1.61427 0.3538
C -2.12261 -0.80802 0.68418 -1.4499
C 2.07646 -0.63031 -0.17921 -1.1694
H -2.91219 -1.00909 -0.05126 0.3770
C -0.32892 -0.24423 -1.07242 -0.9556
H -1.73783 1.11342 -0.22158 0.2740
C 0.82537 -1.22638 -0.82759 -0.2891
H 1.89041 -0.37745 0.87156 0.3175
H 0.14739 2.46673 -0.17195 0.3069
C 0.38933 2.04456 0.81979 -0.8258
H 0.47708 -2.07568 -0.22685 0.2163
H -2.59979 -0.47124 1.61040 0.4120
H 2.40397 0.28039 -0.69851 0.2751
```

***

Energy comparison, zero being the most stable, in hartree: P 0.0054; Q 0.0872; R 0.0000; S 0.1092.